No. 1
This record from OMol25 describes an isolated molecule of C12H15Br2NOS in a non-equilibrium geometry. The level of theory is ωB97M-V with the def2-TZVPD basis set.

Positions of all 32 atoms, in Å:
1 C -0.926 4.691 1.094
2 C -0.331 4.094 2.325
3 O -0.795 4.135 3.398
4 S 1.278 3.456 2.293
5 C 1.088 1.925 1.470
6 C 0.523 0.795 2.191
7 C 0.220 -0.323 1.400
8 C 0.399 -0.371 0.035
9 N 0.248 -1.620 -0.710
10 C -0.522 -1.561 -2.070
11 C -2.030 -1.606 -1.753
12 Br -2.863 -0.015 -0.710
13 C 1.062 -2.777 -0.257
14 C 0.766 -4.149 -0.997
15 Br 1.836 -5.632 -0.344
16 C 1.031 0.708 -0.625
17 C 1.309 1.898 0.095
18 H -0.305 4.721 0.277
19 H -1.772 4.043 0.737
20 H -1.334 5.652 1.243
21 H 0.485 0.818 3.202
22 H -0.303 -1.096 1.785
23 H -0.298 -2.439 -2.730
24 H -0.414 -0.597 -2.672
25 H -2.486 -1.547 -2.730
26 H -2.319 -2.674 -1.286
27 H 0.853 -2.984 0.816
28 H 2.120 -2.575 -0.421
29 H 0.922 -3.937 -2.080
30 H -0.322 -4.454 -0.862
31 H 1.164 0.582 -1.685
32 H 1.718 2.840 -0.427

Cartesian forces (eV/Å) of the 6 atoms listed first:
-2.271 -1.891 0.186
0.157 0.438 -1.701
-2.326 0.647 2.643
2.996 -0.386 0.303
-1.296 -1.176 0.263
1.606 0.792 -5.612

structure (SMILES) = CC(=O)Sc1ccc(N(CCBr)CCBr)cc1
orbital gap = 0.317 Ha

These are the Mulliken partial charges, in e, on atoms 1 to 2:
1. C -1.0524
2. C 0.7042

=====

No. 2
This record from OMol25 describes a structure of composition C6H12NO in a non-equilibrium geometry. The level of theory is ωB97M-V with the def2-TZVPD basis set.

Positions of all 20 atoms, in Å:
1 C 2.521 1.240 1.077
2 O 2.939 1.574 2.297
3 C 1.250 0.637 0.886
4 C 0.925 0.266 -0.570
5 C -0.147 -0.839 -0.515
6 C 0.299 -2.140 -0.783
7 C -2.486 -1.675 -0.300
8 N -1.502 -0.580 -0.334
9 H 3.167 1.480 0.154
10 H -2.076 4.247 0.005
11 H 0.416 0.977 1.476
12 H 2.136 -0.003 1.281
13 H 0.683 1.245 -1.038
14 H 1.593 -0.307 -1.402
15 H -0.440 -2.741 -1.297
16 H 1.361 -2.302 -0.700
17 H -2.541 -2.111 0.741
18 H -3.494 -1.243 -0.492
19 H -2.263 -2.428 -1.075
20 H -2.343 4.704 0.588

Cartesian forces (eV/Å) of the 6 atoms listed first:
2.502 5.123 4.316
-0.946 -0.834 -4.800
2.120 0.010 -2.740
-0.542 -1.023 -0.968
-4.086 -1.285 -0.679
-0.025 1.389 0.173

total charge = -1
orbital gap = 0.209 Ha

These are the Mulliken partial charges, in e, on atoms 1 to 2:
1. C -0.0810
2. O -0.6537

=====

No. 3
This record from OMol25 describes a cluster of 6 separate species, C14H26Br6O7 in total in a non-equilibrium geometry. The level of theory is ωB97M-V with the def2-TZVPD basis set.

Positions of all 53 atoms, in Å:
1 C -2.886 4.979 -4.545
2 C -1.383 4.519 -4.677
3 C -0.377 5.425 -4.099
4 O -0.004 4.720 -2.938
5 C -0.410 3.454 -2.992
6 O -0.109 2.567 -2.208
7 O -1.182 3.311 -4.016
8 H -3.176 5.784 -5.221
9 H -3.128 5.282 -3.526
10 H -3.590 4.178 -4.769
11 H -1.176 4.392 -5.739
12 H -0.826 6.384 -3.842
13 H 0.382 5.616 -4.858
14 C -0.045 2.700 5.352
15 C 0.133 3.352 4.032
16 C -1.280 3.698 3.534
17 O -1.237 5.079 3.153
18 C -0.033 5.582 3.492
19 O 0.296 6.765 3.435
20 O 0.704 4.620 4.159
21 H 0.895 2.233 5.644
22 H -0.691 1.822 5.351
23 H -0.341 3.377 6.153
24 H 0.718 2.772 3.318
25 H -2.017 3.665 4.337
26 H -1.525 2.991 2.742
27 Br -5.793 -8.222 0.622
28 C -5.688 -6.212 0.686
29 C -6.403 -5.641 1.898
30 Br -6.152 -3.710 1.838
31 H -6.192 -5.776 -0.177
32 H -4.620 -6.005 0.621
33 H -5.894 -5.963 2.807
34 H -7.484 -5.756 1.971
35 Br 6.516 -5.033 1.113
36 C 6.206 -3.870 2.723
37 C 6.257 -2.464 2.246
38 Br 6.662 -1.182 3.808
39 H 6.979 -4.040 3.473
40 H 5.206 -4.050 3.117
41 H 5.357 -2.157 1.714
42 H 7.087 -2.316 1.555
43 Br 0.066 -3.919 -4.048
44 C 1.904 -4.214 -4.772
45 C 2.872 -3.341 -3.966
46 Br 4.698 -3.334 -4.858
47 H 1.902 -3.901 -5.816
48 H 2.174 -5.265 -4.876
49 H 2.958 -3.595 -2.909
50 H 2.430 -2.346 -4.005
51 O 0.700 -2.551 1.446
52 H -0.227 -2.581 1.683
53 H 0.768 -1.820 0.833

Cartesian forces (eV/Å) of the 6 atoms listed first:
0.464 -0.521 0.247
-3.157 0.679 -2.083
-0.376 1.141 -0.006
1.678 1.077 1.088
1.459 -1.808 2.657
-0.497 1.845 -1.308

structure (SMILES) = C[C@H]1COC(=O)O1.C[C@H]1COC(=O)O1.BrCCBr.BrCCBr.BrCCBr.O
orbital gap = 0.381 Ha

These are the Mulliken partial charges, in e, on atoms 1 to 2:
1. C -1.3830
2. C 0.4130